P:
Below is a single C5H15N3 molecule, with properties calculated with ωB97M-V/def2-TZVPD.

Summary:
E_HOMO: -8.63 eV
SMILES: C[C@@H](CN)NCCN
HOMO-LUMO gap: 9.7418 eV

The geometry in XYZ format:
```
23
Properties=species:S:1:pos:R:3:lowdin_charge:R:1
C -0.8368 -1.5305 1.1083 -0.067
C 0.0061 -1.0658 -0.0944 -0.404
C -0.6554 -1.5431 -1.4043 -0.245
N -0.6081 -3.0198 -1.4903 -0.029
N 0.1066 0.4007 -0.2785 -0.056
C 0.8836 1.0099 0.8303 -0.225
C 1.2182 2.4653 0.4277 -0.258
N 0.0708 3.3039 0.9110 -0.023
H -0.2115 -1.5996 2.0044 0.073
H -1.2048 -2.5194 0.8319 0.062
H -1.7006 -0.8911 1.3095 0.080
H 1.0350 -1.4233 0.0840 0.136
H -1.7653 -1.3925 -1.2676 0.124
H -0.2930 -1.1108 -2.3424 0.105
H 0.2704 -3.4338 -1.2190 0.060
H -0.9164 -3.3211 -2.4011 0.057
H -0.8025 0.8314 -0.3747 0.100
H 1.6778 0.3883 1.2023 0.106
H 0.2074 1.1710 1.6688 0.098
H 1.3294 2.4878 -0.6674 0.100
H 2.1203 2.8329 0.9316 0.101
H 0.1821 4.2710 0.6163 0.058
H -0.7196 2.9751 0.3647 0.048
```


Q:
Below is a single C5H15N3 molecule, with properties calculated with ωB97M-V/def2-TZVPD.

Summary:
E_HOMO: -8.20 eV
SMILES: CN[C@@H](C)CNCN
HOMO-LUMO gap: 9.2576 eV

The geometry in XYZ format:
```
23
Properties=species:S:1:pos:R:3:lowdin_charge:R:1
C -0.2101 1.7789 -2.3095 -0.145
N -0.0292 0.2851 -2.1032 -0.131
C -0.7561 -0.3695 -0.8625 -0.370
C -1.2817 -1.7844 -1.2514 -0.097
C 0.3381 -0.5969 0.1615 -0.263
N 0.1792 0.0006 1.4693 -0.093
C 1.4117 0.2815 2.2503 -0.296
N 0.9926 0.2730 3.6561 -0.032
H -0.9651 2.1487 -1.5918 0.051
H -0.7440 2.0275 -3.3957 0.107
H 0.7483 2.3291 -2.4348 0.056
H -0.3501 -0.3053 -2.9675 0.119
H -1.7164 0.3257 -0.4817 0.175
H -1.8648 -1.9782 -0.3534 0.074
H -1.7194 -2.0095 -2.2233 0.062
H -0.3696 -2.5177 -1.2491 0.105
H 1.3170 -0.3755 -0.3647 0.132
H 0.2410 -1.7074 0.4512 0.115
H -0.5302 0.6876 1.4358 0.078
H 2.0851 1.1354 1.9656 0.113
H 2.1070 -0.7469 2.3161 0.152
H 0.9939 1.2208 4.0766 0.070
H 0.1229 -0.1026 3.8064 0.016
```


P is preferred energetically. Next in line: 238.0 kJ/mol higher.


P:
Below is 2 unconnected molecules or ions with the total composition C5H15N3, with properties calculated with ωB97M-V/def2-TZVPD.

Summary:
E_HOMO: -8.46 eV
SMILES: CN(N)CN.C=CC
HOMO-LUMO gap: 9.5587 eV

The geometry in XYZ format:
```
23
Properties=species:S:1:pos:R:3:lowdin_charge:R:1
C 0.6338 -1.0063 -1.5424 -0.065
N 1.5878 -0.1357 -0.7438 -0.274
N 1.2186 1.2163 -0.8587 0.010
C 1.6692 -0.5897 0.6328 -0.329
N 2.4388 0.3603 1.4136 0.005
H -0.3684 -1.1321 -1.1270 0.049
H 1.0915 -1.9929 -1.5436 0.069
H 0.6053 -0.6147 -2.5535 0.074
H 0.4727 1.4579 -0.1995 0.044
H 2.0256 1.7901 -0.6444 0.067
H 0.6617 -0.6390 1.0913 0.082
H 2.0963 -1.6057 0.6104 0.114
H 2.4702 0.0684 2.3831 0.066
H 3.3921 0.3964 1.0619 0.072
C -1.4875 0.4126 1.3862 -0.040
C -1.9603 0.7564 0.1945 -0.263
C -2.8626 -0.1015 -0.6329 -0.120
H -0.9165 1.0956 1.9927 0.058
H -1.6531 -0.5714 1.7966 0.063
H -1.8194 1.7675 -0.1764 0.098
H -2.8863 -1.1238 -0.2579 0.073
H -2.5313 -0.1070 -1.6732 0.070
H -3.8784 0.2982 -0.6099 0.075
```


Q:
Below is a molecular structure, C5H15N3, with properties calculated with ωB97M-V/def2-TZVPD.

Summary:
E_HOMO: -7.45 eV
HOMO-LUMO gap: 8.3588 eV

The geometry in XYZ format:
```
23
Properties=species:S:1:pos:R:3:lowdin_charge:R:1
C -0.7570 0.0925 0.1299 -0.419
C -0.3138 -0.7071 -1.0711 -0.219
C 0.8953 0.6828 0.9806 -0.206
C -1.4700 1.3815 -0.2224 -0.081
C -1.5353 -0.7527 1.1111 -0.079
N 1.1356 -0.9022 -1.2090 -0.168
N 1.7400 -0.1768 -2.2652 -0.045
N 1.5361 -0.0918 2.0130 -0.014
H 1.5249 -0.4673 -0.2255 0.096
H 2.5852 -0.6557 -2.5632 0.062
H 1.1588 -0.0437 -3.0873 0.061
H 2.1571 -0.7960 1.6318 0.066
H 0.8664 -0.5478 2.6206 0.063
H -0.6908 -1.7369 -1.0409 0.105
H -0.7425 -0.2857 -1.9888 0.111
H 1.6430 1.2539 0.4221 0.101
H 0.4367 1.5309 1.4976 0.080
H -0.9692 1.8834 -1.0492 0.083
H -1.4780 -0.3189 2.1154 0.079
H -1.4863 2.0595 0.6367 0.076
H -2.5129 1.2014 -0.4957 0.083
H -1.1336 -1.7617 1.2122 0.080
H -2.5897 -0.8416 0.8474 0.084
```


P is preferred energetically. Next in line: 124.5 kJ/mol higher.